Here is a molecular structure, C22H39N3O2PS6Sn from the OMol25 dataset. Energies are from ωB97M-V/def2-TZVPD.

Values from the calculation:
energy	-4121.2102	a.u.
ΔE to the lowest compared entry with this formula, charge and spin	0.000	eV
net charge	-1
2S+1	1
lowest unoccupied orbital energy (alpha / beta)	0.086 / 0.086	Eh
frontier orbital gap (alpha / beta)	4.66 / 5.29	eV

Each line ends with the Löwdin charge.
CARTESIAN COORDINATES (ANGSTROEM)
Sn -0.015 0.373 -1.246  0.97
C 0.324 -3.371 3.065  -0.55
C 0.927 -3.940 1.780  -0.56
S 1.597 -2.767 0.577  0.82
C 3.145 -2.256 1.357  -0.54
C 3.035 -1.163 2.413  -0.54
S 2.601 0.438 1.683  0.86
C 2.042 1.299 3.182  -0.53
C 0.771 2.120 2.976  -0.55
S -0.689 1.264 2.343  0.80
C -1.296 0.383 3.800  -0.55
C -0.692 -0.991 4.085  -0.53
S -0.960 -2.141 2.706  0.86
H 1.103 -2.917 3.679  0.05
H -0.087 -4.204 3.643  0.07
H 0.155 -4.475 1.222  0.06
H 1.699 -4.673 2.035  0.07
H 3.778 -1.918 0.532  0.05
H 3.630 -3.135 1.792  0.08
H 3.988 -1.089 2.945  0.08
H 2.261 -1.418 3.137  0.03
H 2.834 1.966 3.533  0.07
H 1.884 0.552 3.961  0.05
H 0.959 2.904 2.237  0.07
H 0.525 2.624 3.916  0.07
H -2.362 0.269 3.607  0.04
H -1.170 1.017 4.683  0.07
H -1.146 -1.381 5.001  0.07
H 0.384 -0.914 4.254  0.04
C -1.440 5.875 -2.425  -0.45
S -0.938 5.382 -0.761  0.74
C -0.422 3.709 -1.144  -1.15
S -1.643 2.547 -1.513  0.46
N 0.853 3.535 -1.143  -0.10
N 1.284 2.264 -1.415  -0.20
C 2.609 2.167 -1.545  -0.16
C 3.201 0.935 -1.828  -0.33
C 4.604 0.776 -2.006  -0.06
C 5.113 -0.450 -2.315  -0.11
C 4.236 -1.553 -2.454  -0.11
C 2.892 -1.329 -2.247  -0.22
N 2.368 -0.148 -1.932  -0.01
H -1.860 6.879 -2.358  0.02
H -0.581 5.886 -3.094  0.03
H -2.198 5.191 -2.804  0.01
H 3.210 3.061 -1.427  0.11
H 5.246 1.641 -1.896  0.10
H 6.180 -0.577 -2.458  0.09
H 4.594 -2.543 -2.703  0.08
H 2.184 -2.149 -2.315  0.07
C -5.816 -0.821 0.794  -0.19
P -4.247 0.057 0.540  0.52
C -3.806 -0.288 -1.171  -0.18
C -4.671 1.807 0.616  -0.18
O -3.209 -0.348 1.521  -0.41
H -6.552 -0.566 0.032  0.04
H -6.212 -0.568 1.778  0.04
H -5.621 -1.894 0.766  0.05
H -4.607 -0.002 -1.856  0.06
H -3.592 -1.352 -1.277  0.06
H -2.901 0.255 -1.440  -0.05
H -5.441 2.065 -0.113  0.05
H -3.771 2.387 0.409  0.01
H -5.025 2.040 1.621  0.05
C -0.782 -2.863 -3.462  -0.13
O -1.297 -1.653 -2.956  -0.29
C -0.630 -0.452 -3.230  -0.45
C 0.192 -0.454 -4.481  -0.17
H -0.806 -2.910 -4.556  0.08
H -1.409 -3.663 -3.064  0.08
H 0.247 -3.033 -3.129  0.07
H 1.076 -1.106 -4.441  0.06
H 0.556 0.559 -4.657  0.07
H -0.390 -0.754 -5.363  0.07

---

Here is a molecular structure, CH2F2N2 at a distorted geometry from the OMol25 dataset. Energies are from ωB97M-V/def2-TZVPD.

Values from the calculation:
energy	-348.3561	a.u.
ΔE to the lowest compared entry with this formula, charge and spin	1.224	eV
2S+1	3
lowest unoccupied orbital energy (alpha / beta)	0.025 / -0.044	Eh
frontier orbital gap (alpha / beta)	12.59 / 10.69	eV

Each line ends with the Mulliken spin population.
CARTESIAN COORDINATES (ANGSTROEM)
C 1.090 -0.344 -0.675  0.01
N 3.328 1.581 0.175  1.81
N 0.002 -0.642 -0.516  0.00
F 3.339 1.465 1.454  0.18
F -2.348 -0.879 -0.216  0.00
H 2.056 -0.038 -0.998  -0.01
H -1.305 -0.957 -0.227  0.00